Record 1
The following is a DFT calculation (ωB97M-V/def2-TZVPD) of a 2-piece molecular cluster, C4H3S2 overall in a non-equilibrium geometry.

## Properties
HOMO level (spin up / spin down)   -0.1380 / -0.1334 Eh
Multiplicity   1
Total charge   -1
Electronic energy   -25862.926 eV
Orbital gap (spin up / spin down)   6.3 / 5.8 eV
Energy above the lowest of the compared OMol25 structures with the same formula, charge and spin   413.9 kJ/mol
LUMO (spin up / spin down)   2.522 / 2.205 eV

Geometry (Å):
C (0.192, 0.118, -1.628)
C (0.857, -0.087, -2.828)
C (-0.139, 0.939, -2.725)
C (-0.087, -0.195, -0.223)
S (3.553, -0.688, -2.620)
S (-0.923, 2.275, -3.250)
H (-0.345, 0.798, 0.314)
H (0.666, -0.865, 0.194)
H (-0.957, -1.023, -0.104)

Mulliken atomic charge list, values in e, 2 entries: C 0.547; C -0.638

***

Record 2
The following is a DFT calculation (ωB97M-V/def2-TZVPD) of one molecule with the formula C15H14N2O4 in a non-equilibrium geometry.

## Properties
HOMO level   -0.3400 Eh
Multiplicity   1
Total charge   0
Electronic energy   -26948.726 eV
Orbital gap   9.1 eV
Energy above the lowest of the compared OMol25 structures with the same formula, charge and spin   367.3 kJ/mol
SMILES string   O=C(CCC(=O)c1ccc(Oc2ccncc2)cc1)NO
LUMO   -0.169 eV

Geometry (Å):
O (-2.730, 1.745, -2.627)
C (-2.069, 1.084, -3.438)
C (-0.812, 1.666, -4.116)
C (0.217, 2.280, -3.184)
C (1.168, 1.377, -2.377)
O (2.310, 1.037, -2.815)
C (0.930, 0.998, -0.952)
C (-0.288, 1.228, -0.424)
C (-0.511, 0.990, 0.991)
C (0.537, 0.454, 1.759)
O (0.371, 0.221, 3.137)
C (0.514, -1.039, 3.615)
C (0.193, -2.191, 2.794)
C (0.355, -3.444, 3.383)
N (0.851, -3.660, 4.581)
C (1.145, -2.587, 5.341)
C (1.015, -1.236, 4.857)
C (1.742, 0.166, 1.184)
C (1.999, 0.360, -0.193)
N (-2.387, -0.202, -3.700)
O (-3.250, -1.073, -3.035)
H (-0.291, 0.867, -4.617)
H (-1.172, 2.533, -4.726)
H (-0.245, 3.057, -2.442)
H (0.821, 2.973, -3.858)
H (-1.121, 1.673, -1.002)
H (-1.392, 1.158, 1.504)
H (-0.197, -2.112, 1.819)
H (0.253, -4.261, 2.734)
H (1.342, -2.656, 6.457)
H (1.293, -0.426, 5.423)
H (2.427, -0.398, 1.901)
H (3.004, 0.415, -0.537)
H (-1.919, -0.501, -4.573)
H (-4.103, -0.497, -2.864)

Mulliken atomic charge list, values in e, 2 entries: O -0.667; C 0.573

***

Record 3
The following is a DFT calculation (ωB97M-V/def2-TZVPD) of one molecule with the formula C20H23ClN4O4S2 in a non-equilibrium geometry.

## Properties
HOMO level   -0.3140 Eh
Multiplicity   1
Total charge   0
Electronic energy   -69456.921 eV
Orbital gap   8.9 eV
Energy above the lowest of the compared OMol25 structures with the same formula, charge and spin   0.0 kJ/mol
SMILES string   COCCn1c(SCC(=O)Nc2ccc(Cl)c(S(=O)(=O)N(C)C)c2)nc2ccccc21
LUMO   0.382 eV

Geometry (Å):
C (-5.735, 0.774, 2.521)
O (-4.958, -0.401, 2.467)
C (-3.806, -0.307, 1.679)
C (-4.097, -0.330, 0.163)
N (-2.878, -0.390, -0.588)
C (-2.136, 0.668, -1.017)
S (-2.657, 2.304, -0.714)
C (-1.524, 3.277, -1.763)
C (-0.159, 3.510, -1.114)
O (0.149, 4.576, -0.632)
N (0.613, 2.401, -1.179)
C (1.892, 2.197, -0.684)
C (2.678, 3.185, -0.089)
C (3.942, 2.875, 0.372)
C (4.445, 1.582, 0.259)
Cl (6.021, 1.225, 0.843)
C (3.669, 0.600, -0.339)
S (4.137, -1.137, -0.501)
O (5.556, -1.288, -0.566)
O (3.344, -1.681, -1.562)
N (3.610, -1.848, 0.914)
C (2.180, -1.884, 1.079)
C (4.366, -1.515, 2.095)
C (2.408, 0.907, -0.801)
N (-1.032, 0.321, -1.629)
C (-1.005, -1.055, -1.594)
C (-0.051, -1.949, -2.066)
C (-0.289, -3.292, -1.858)
C (-1.438, -3.745, -1.208)
C (-2.396, -2.869, -0.732)
C (-2.162, -1.519, -0.931)
H (-6.241, 0.977, 1.572)
H (-6.482, 0.607, 3.294)
H (-5.120, 1.641, 2.789)
H (-3.238, 0.605, 1.920)
H (-3.200, -1.181, 1.938)
H (-4.706, -1.206, -0.073)
H (-4.638, 0.574, -0.130)
H (-1.432, 2.756, -2.715)
H (-2.026, 4.235, -1.894)
H (0.150, 1.544, -1.540)
H (2.291, 4.187, 0.005)
H (4.554, 3.636, 0.829)
H (1.922, -2.657, 1.803)
H (1.742, -2.137, 0.116)
H (1.776, -0.922, 1.424)
H (5.413, -1.471, 1.809)
H (4.061, -0.553, 2.526)
H (4.230, -2.297, 2.841)
H (1.835, 0.126, -1.274)
H (0.846, -1.614, -2.562)
H (0.437, -4.010, -2.204)
H (-1.581, -4.806, -1.071)
H (-3.280, -3.223, -0.225)

Mulliken atomic charge list, values in e, 2 entries: C -0.656; O -0.392

***

Record 4
The following is a DFT calculation (ωB97M-V/def2-TZVPD) of a 2-piece molecular cluster, C5H14NO overall in a non-equilibrium geometry.

## Properties
HOMO level   -0.5431 Eh
Multiplicity   1
Total charge   +1
Electronic energy   -8941.542 eV
Orbital gap   9.5 eV
Energy above the lowest of the compared OMol25 structures with the same formula, charge and spin   238.0 kJ/mol
LUMO   -5.286 eV

Geometry (Å):
C (-1.613, 2.314, 0.015)
C (-0.632, 1.620, -0.952)
C (-0.440, 0.113, -0.811)
C (-0.192, -0.550, 0.569)
C (1.904, -0.535, 1.868)
N (1.065, 0.079, 1.084)
H (-1.685, 3.374, -0.326)
H (-2.510, 1.734, 0.150)
H (-1.080, 2.259, 0.934)
H (-0.904, 1.823, -1.989)
H (0.305, 2.107, -0.911)
H (-1.393, -0.347, -1.110)
H (0.275, -0.150, -1.593)
H (-1.057, -0.441, 1.113)
H (-0.104, -1.671, 0.487)
H (2.872, 0.047, 2.104)
H (1.759, -1.485, 2.250)
H (1.147, 1.088, 0.868)
H (1.166, -4.310, -1.734)
H (0.303, -3.645, -0.627)
O (0.812, -3.423, -1.388)

Mulliken atomic charge list, values in e, 2 entries: C -1.054; C -0.833

***

Record 5
The following is a DFT calculation (ωB97M-V/def2-TZVPD) of an isolated ion of composition C4H11IN and charge +1 in a non-equilibrium geometry.

## Properties
HOMO level   -0.5068 Eh
Multiplicity   1
Total charge   +1
Electronic energy   -13908.910 eV
Orbital gap   9.3 eV
Energy above the lowest of the compared OMol25 structures with the same formula, charge and spin   126.6 kJ/mol
SMILES string   C[C@@H](I)[NH+](C)C
LUMO   -4.508 eV

Geometry (Å):
C (0.506, 1.578, 0.732)
C (0.918, 0.625, -0.470)
I (3.152, -0.007, -0.136)
N (0.034, -0.630, -0.447)
C (-1.268, -0.544, -1.216)
C (-0.250, -1.093, 0.904)
H (1.024, 2.632, 0.560)
H (0.794, 1.152, 1.764)
H (-0.642, 1.745, 0.872)
H (0.936, 1.119, -1.534)
H (0.775, -1.306, -0.818)
H (-1.776, 0.336, -0.769)
H (-1.153, -0.393, -2.288)
H (-1.980, -1.458, -0.983)
H (-0.583, -0.341, 1.623)
H (-1.048, -1.837, 0.826)
H (0.560, -1.580, 1.383)

Mulliken atomic charge list, values in e, 2 entries: C -1.085; C -0.539

***

Record 6
The following is a DFT calculation (ωB97M-V/def2-TZVPD) of C3H4CoLiO4 as an isolated structure in a non-equilibrium geometry.

## Properties
HOMO level (spin up / spin down)   -0.9087 / -0.9198 Eh
Multiplicity   6
Total charge   +3
Electronic energy   -49154.416 eV
Orbital gap (spin up / spin down)   8.2 / 7.4 eV
Energy above the lowest of the compared OMol25 structures with the same formula, charge and spin   261.2 kJ/mol
LUMO (spin up / spin down)   -16.518 / -17.605 eV

Geometry (Å):
O (-1.202, -1.704, -0.585)
C (-1.017, -0.624, -1.176)
C (0.683, 0.829, -0.369)
O (0.161, -0.283, -1.564)
O (-1.662, 0.471, -0.772)
C (-0.800, 1.414, -0.154)
H (1.165, 1.452, 0.399)
H (1.662, 0.987, -0.850)
H (-0.915, 2.387, -0.638)
H (-1.052, 1.476, 0.909)
O (1.115, -1.747, 1.329)
Li (2.170, -1.970, 2.870)
Co (-0.308, -2.689, 0.603)

Mulliken atomic charge list, values in e, 2 entries: O -0.544; C 0.979

***

Record 7
The following is a DFT calculation (ωB97M-V/def2-TZVPD) of C3H5MgO4 as an isolated structure in a non-equilibrium geometry.

## Properties
HOMO level (spin up / spin down)   -0.2301 / -0.3273 Eh
Multiplicity   2
Total charge   0
Electronic energy   -16825.560 eV
Orbital gap (spin up / spin down)   6.1 / 8.2 eV
Energy above the lowest of the compared OMol25 structures with the same formula, charge and spin   156.6 kJ/mol
LUMO (spin up / spin down)   -0.167 / -0.746 eV

Geometry (Å):
O (0.136, 3.864, 1.304)
C (0.656, 3.459, 0.275)
C (-1.096, 1.551, 1.604)
O (1.811, 3.615, -0.188)
O (0.085, 2.316, -0.350)
C (-0.786, 1.455, 0.298)
H (-2.146, 1.487, 1.889)
H (-0.322, 1.616, 2.368)
H (-1.441, 0.969, -0.426)
H (1.621, 0.137, 0.054)
O (2.262, 0.436, -0.693)
H (2.679, -0.348, -1.063)
Mg (1.831, 2.152, -1.759)

Mulliken atomic charge list, values in e, 2 entries: O -0.541; C 0.920

***

Record 8
The following is a DFT calculation (ωB97M-V/def2-TZVPD) of a 2-piece molecular cluster, C26H56N2O7PS overall in a non-equilibrium geometry.

## Properties
HOMO level   -0.3811 Eh
Multiplicity   1
Total charge   +1
Electronic energy   -65298.277 eV
Orbital gap   7.6 eV
LUMO   -2.784 eV

Geometry (Å):
C (-4.720, 2.049, 3.666)
C (-4.936, 0.931, 2.611)
C (-5.118, 1.524, 1.185)
C (-3.799, 2.159, 0.641)
C (-3.290, 1.546, -0.694)
C (-1.718, 1.482, -0.747)
C (-1.279, -0.017, -0.562)
C (0.067, -0.178, 0.272)
P (0.232, 0.813, 1.801)
O (-1.114, 0.891, 2.408)
O (0.741, 2.314, 1.488)
O (1.188, 0.100, 2.902)
C (1.251, -0.179, -0.775)
C (2.426, -1.078, -0.289)
C (3.623, -0.310, 0.325)
O (3.238, 0.786, 1.130)
C (1.639, 1.199, -1.377)
C (2.753, 1.094, -2.484)
C (3.988, 2.011, -2.251)
C (5.384, 1.342, -2.462)
C (5.438, 0.290, -3.586)
O (6.736, -0.211, -3.867)
C (7.324, -0.883, -2.768)
C (6.621, -2.195, -2.361)
N (0.537, -0.916, -1.897)
C (-0.992, -0.851, -1.838)
C (-1.289, -0.157, -3.228)
C (-2.820, 0.098, -3.510)
N (-3.282, -0.485, -4.778)
C (-1.545, -2.284, -2.051)
C (-2.546, -2.672, -0.889)
C (-1.885, -3.568, 0.226)
O (-2.900, -4.017, -0.860)
H (-5.441, 2.868, 3.502)
H (-3.720, 2.494, 3.528)
H (-4.865, 1.633, 4.672)
H (-5.860, 0.389, 2.885)
H (-4.130, 0.176, 2.633)
H (-5.472, 0.721, 0.520)
H (-5.849, 2.339, 1.303)
H (-3.948, 3.244, 0.552)
H (-3.015, 1.982, 1.399)
H (-3.666, 2.187, -1.507)
H (-3.718, 0.536, -0.812)
H (-1.382, 2.102, 0.095)
H (-1.312, 1.935, -1.661)
H (-2.012, -0.353, 0.182)
H (0.047, -1.235, 0.599)
H (0.436, 2.864, 2.232)
H (0.733, -0.700, 3.211)
H (2.849, -1.706, -1.099)
H (2.038, -1.802, 0.449)
H (4.332, -0.074, -0.481)
H (4.148, -1.027, 0.984)
H (3.725, 1.579, 0.867)
H (0.750, 1.630, -1.864)
H (1.942, 1.918, -0.608)
H (2.297, 1.416, -3.438)
H (2.993, 0.027, -2.613)
H (3.964, 2.371, -1.206)
H (3.949, 2.923, -2.865)
H (5.790, 0.984, -1.501)
H (6.075, 2.149, -2.765)
H (5.109, 0.795, -4.513)
H (4.765, -0.575, -3.442)
H (8.341, -1.155, -3.093)
H (7.453, -0.264, -1.865)
H (6.307, -2.814, -3.216)
H (5.728, -2.040, -1.724)
H (7.311, -2.812, -1.760)
H (0.848, -0.736, -2.856)
H (0.856, -1.880, -1.746)
H (-0.749, 0.807, -3.282)
H (-0.910, -0.770, -4.066)
H (-3.385, -0.355, -2.684)
H (-2.975, 1.185, -3.472)
H (-2.586, -0.276, -5.491)
H (-3.274, -1.494, -4.643)
H (-0.821, -3.107, -1.950)
H (-2.114, -2.450, -2.972)
H (-3.279, -1.921, -0.555)
H (-2.498, -4.027, 1.008)
H (-1.119, -4.272, -0.132)
C (-2.106, -1.189, 8.157)
S (-2.380, 0.385, 7.325)
O (-3.719, 0.880, 7.735)
C (-2.546, -0.308, 5.670)
H (-2.012, -0.997, 9.224)
H (-2.951, -1.854, 7.979)
H (-1.185, -1.640, 7.786)
H (-3.363, -1.031, 5.648)
H (-1.611, -0.789, 5.381)
H (-2.762, 0.503, 4.977)

Mulliken atomic charge list, values in e, 2 entries: C -1.085; C -0.324